1.
112
Properties=species:S:1:pos:R:3:mulliken_charge:R:1 method="wB97M-V/def2-TZVPD" charge=-1 spin_multiplicity=2 s_squared=0.82 homo_lumo_gap_ev="3.90 / 3.86" relative_energy_ev=1.244 lumo_ev="0.74 / 0.73"
Pt 0.8300 -0.3503 1.8660 1.53
C 1.7389 -3.6600 -1.1515 -0.70
N 0.9645 -3.4991 0.0976 1.69
C -0.1782 -4.4391 0.1766 -0.67
C 1.8030 -3.5553 1.3345 -1.52
C 2.9438 -2.5689 1.3686 1.36
C 4.2307 -3.0825 1.1953 -0.36
C 5.3436 -2.2598 1.2597 -0.76
C 5.1556 -0.9090 1.5235 -0.96
C 3.8732 -0.4000 1.6850 -0.09
C 2.7218 -1.1909 1.5884 0.21
H 1.0495 -3.5890 -1.9895 0.13
H 2.2362 -4.6313 -1.1428 0.40
H 2.4638 -2.8551 -1.2269 0.28
H 0.5402 -2.5288 0.0512 -1.13
H 0.2026 -5.4581 0.2650 0.37
H -0.7763 -4.3349 -0.7277 0.00
H -0.7872 -4.1664 1.0322 0.28
H 2.1778 -4.5796 1.4147 0.53
H 1.1072 -3.3530 2.1473 0.39
H 4.3631 -4.1483 1.0209 0.35
H 6.3384 -2.6656 1.1143 0.38
H 6.0123 -0.2476 1.6038 0.44
H 3.7656 0.6573 1.9045 0.28
C 3.0677 2.7234 0.1222 -1.01
C 1.8821 3.6793 0.1938 1.71
C 1.1372 3.6642 -1.1497 -1.54
C 2.3602 5.0923 0.5036 -2.08
N 1.0091 3.2971 1.3207 -0.50
N 0.4142 2.0136 1.1032 0.03
H 3.6678 2.9286 -0.7670 0.57
H 2.7248 1.6882 0.0734 -0.33
H 3.6989 2.8447 1.0091 0.42
H 1.7799 4.0578 -1.9420 0.47
H 0.2397 4.2923 -1.0972 0.31
H 0.8419 2.6552 -1.4544 0.24
H 3.1340 5.3891 -0.2084 0.39
H 2.7755 5.1389 1.5143 0.43
H 1.5387 5.8142 0.4301 0.42
H 0.2823 4.0011 1.4175 0.32
H -0.0371 1.9407 0.1951 -0.04
H -0.3169 1.8830 1.7994 0.34
O -1.1684 0.3127 2.9444 -0.78
S -1.9527 -0.6898 2.1350 0.76
O -1.0212 -1.8618 1.9097 -0.54
O -2.1962 -0.0137 0.8305 -0.17
O -3.1658 -1.1389 2.7881 -0.76
C -8.6985 1.6531 -2.1555 -1.59
C -7.2103 1.4166 -2.1139 0.83
C -6.5713 0.6742 -3.0948 -0.75
C -5.2023 0.4123 -3.0529 1.28
C -4.6100 -0.3431 -4.2262 -1.85
C -4.4481 0.8820 -1.9640 -0.89
Te -2.3040 0.4907 -1.7586 0.61
N 1.5670 -0.3462 -1.5811 0.60
C 1.4167 0.3891 -2.6476 -0.14
O 0.3320 0.8684 -3.1118 -0.65
C 2.6999 0.6901 -3.3956 0.30
C 3.9544 0.4876 -2.8191 -0.23
C 5.1112 0.7827 -3.5295 -0.77
C 5.0315 1.2864 -4.8242 -0.33
C 3.7860 1.5002 -5.3978 -0.67
C 2.6281 1.2051 -4.6845 -0.27
C -2.5169 -1.5869 -2.1448 0.88
C -1.6165 -2.0182 -3.1239 -0.47
C -1.6024 -3.3333 -3.5562 -0.63
C -2.4949 -4.2380 -2.9906 -0.76
C -3.3735 -3.8095 -2.0095 -0.80
C -3.4153 -2.4832 -1.5575 0.67
C -4.3815 -2.1458 -0.4496 -1.19
C -5.0726 1.6868 -0.9925 1.44
C -4.3131 2.2973 0.1696 -1.43
C -6.4375 1.9369 -1.0844 -0.82
H -9.1124 1.3911 -3.1295 0.35
H -8.9379 2.6981 -1.9513 0.36
H -9.2068 1.0477 -1.4012 0.28
H -7.1495 0.2914 -3.9330 0.31
H -5.1428 -0.0762 -5.1413 0.55
H -4.6923 -1.4249 -4.0936 0.27
H -3.5568 -0.1101 -4.3698 0.16
H 3.9965 0.1002 -1.8075 0.48
H 6.0807 0.6199 -3.0721 0.39
H 5.9359 1.5144 -5.3773 0.37
H 3.7153 1.8979 -6.4040 0.38
H 1.6454 1.3740 -5.1080 0.42
H -0.9239 -1.2991 -3.5566 0.39
H -0.9044 -3.6460 -4.3241 0.43
H -2.5037 -5.2746 -3.3112 0.35
H -4.0640 -4.5189 -1.5652 0.33
H -5.1695 -2.8987 -0.3985 0.51
H -4.8437 -1.1710 -0.5778 -0.08
H -3.8686 -2.1250 0.5155 0.04
H -3.5051 1.6534 0.5186 -0.12
H -4.9799 2.4659 1.0161 0.37
H -3.8906 3.2651 -0.1172 0.30
H -6.9134 2.5421 -0.3167 0.36
S 0.1667 -0.6078 -0.6702 -1.29
N 3.1744 0.4383 8.8373 -0.39
C 3.0017 1.4567 7.9646 0.23
S 3.3084 2.9995 8.4243 -0.38
C 2.4856 1.0690 6.6163 1.09
C 2.0623 -0.2264 6.3488 -0.92
C 1.6328 -0.5545 5.0716 -0.86
N 1.6192 0.3183 4.0780 -0.06
C 1.9857 1.5699 4.3310 -0.42
C 2.4221 1.9841 5.5824 -0.82
H 3.6792 0.7060 9.6679 0.25
H 3.4294 -0.4624 8.4595 0.21
H 2.0243 -0.9783 7.1263 0.37
H 1.2793 -1.5518 4.8336 0.50
H 1.9258 2.2619 3.4927 0.33
H 2.7210 3.0087 5.7560 0.43



2.
134
Properties=species:S:1:pos:R:3:mulliken_charge:R:1 method="wB97M-V/def2-TZVPD" charge=+1 homo_lumo_gap_ev=3.28 lumo_ev=-5.92
C -1.7334 3.2053 -1.4781 -1.21
C -0.6539 2.9543 -2.5521 0.09
C 0.6306 3.7666 -2.4093 -0.65
C 1.2275 3.8634 -1.0027 -1.47
C 1.8022 2.5755 -0.5089 0.32
C 0.9657 1.5042 -0.3098 -0.91
C 1.4033 0.3007 0.1431 -1.10
C 2.7395 0.1023 0.4173 0.94
C 3.6357 1.1412 0.2789 -0.62
C 5.0877 1.0437 0.6381 -1.96
C 5.2218 1.6897 2.0578 -0.82
C 4.0290 1.2431 2.9220 0.50
S 2.5804 2.3526 2.8838 -0.11
C 3.1291 2.3688 -0.1825 1.24
Br 4.3521 3.7949 -0.3613 -0.27
S 3.2710 -1.4914 0.9871 -0.45
C 1.8419 -1.9292 1.8770 1.02
C 1.9904 -2.7219 3.0351 0.39
C 3.2758 -3.2795 3.4418 -1.76
Cl 3.9060 -4.3708 2.2098 -0.03
C 3.9337 -3.0732 4.5924 0.63
C 3.4845 -2.1438 5.6451 -1.81
Cl 5.3354 -3.9009 4.8790 -0.05
C 0.8446 -3.0472 3.7652 0.46
P 0.8802 -4.1171 5.2864 0.59
O 0.3907 -3.1629 6.4574 -0.38
Cl -0.7875 -5.2894 4.7891 -0.24
C -0.3982 -2.5693 3.3315 -1.01
C -0.5268 -1.7891 2.2079 0.47
C -1.8563 -1.2638 1.7460 0.01
O -2.8245 -1.3260 2.7588 -0.15
O -3.1878 0.0005 3.1595 -0.35
C 0.6030 -1.4799 1.4466 -0.55
N 0.3846 -0.7064 0.2876 1.38
C 0.4083 -1.5319 -0.9660 -0.80
C -0.9183 -1.4316 -1.7325 -2.32
C -1.6241 -2.8437 -1.8719 -0.44
C -3.0963 -2.8350 -1.3909 -1.02
C -3.3988 -3.9257 -0.3740 -0.38
N -4.6733 -4.5718 -0.6602 -0.51
H -1.9965 2.2709 -1.0012 0.18
H -2.6387 3.5589 -1.9515 0.43
H -1.4627 3.9500 -0.7473 0.32
H -0.4651 1.8888 -2.6378 0.03
H -1.1021 3.2377 -3.4971 0.13
H 0.5269 4.7615 -2.8191 0.39
H 1.3806 3.2756 -3.0253 0.33
H 0.5507 4.2575 -0.2536 0.32
H 2.0335 4.5740 -1.0562 0.67
H -0.0799 1.6232 -0.5150 0.43
H 5.6708 1.5817 -0.0924 0.58
H 5.4611 0.0297 0.6850 0.40
H 6.1087 1.2974 2.5356 0.56
H 5.2917 2.7608 1.9798 0.34
H 3.7111 0.2543 2.6346 -0.73
H 4.3637 1.1906 3.9497 0.60
H 1.5783 1.5681 3.2931 -0.07
H 3.0406 -2.7015 6.4606 0.37
H 4.3491 -1.6508 6.0677 0.55
H 2.7897 -1.4083 5.2669 0.46
H -0.1695 -2.4475 6.1245 0.41
H -1.2981 -2.7892 3.8800 0.83
H -2.1788 -1.7811 0.8488 -1.29
H -1.7129 -0.2242 1.4763 0.75
H -2.3987 0.4099 3.5567 0.32
H 1.2564 -1.2676 -1.5794 0.48
H 0.5805 -2.5680 -0.6764 0.52
H -1.6117 -0.7500 -1.2674 0.06
H -0.7162 -1.0202 -2.7341 1.34
H -1.6255 -3.0891 -2.9771 0.81
H -1.0736 -3.6341 -1.3771 0.47
H -3.3635 -1.8530 -1.0269 0.68
H -3.7269 -3.0344 -2.2531 0.39
H -2.6413 -4.7049 -0.3878 0.23
H -3.4285 -3.4827 0.6266 0.17
H -5.4220 -3.8943 -0.5952 0.24
H -4.8706 -5.2453 0.0674 0.29
Cs -1.1590 -2.2512 -4.5187 1.03
C -7.6896 -6.4644 -4.0738 0.11
O -6.9693 -5.5009 -4.2658 -0.60
N -7.4224 -7.4772 -3.2349 0.14
C -8.3351 -8.5932 -3.0586 -0.92
C -6.1817 -7.4525 -2.4842 -0.90
H -8.6523 -6.5832 -4.5966 0.27
H -8.6550 -8.6539 -2.0173 0.33
H -7.8413 -9.5271 -3.3317 0.33
H -9.2113 -8.4621 -3.6879 0.30
H -6.1378 -6.5589 -1.8631 0.28
H -5.3320 -7.4283 -3.1684 0.26
H -6.1183 -8.3384 -1.8575 0.38
B 6.2954 -4.6372 8.2747 0.59
F 5.4249 -3.5174 8.1046 -0.39
F 6.3498 -4.9967 9.6098 -0.35
F 5.7709 -5.7055 7.4959 -0.43
F 7.5634 -4.3032 7.7898 -0.40
Li 0.1191 -4.0493 1.6877 0.95
C 5.1744 4.8403 -3.7270 -0.52
N 4.8773 3.7367 -4.6820 0.95
O 5.1335 3.9123 -5.8512 -0.56
O 4.3885 2.7251 -4.2174 -0.55
H 5.5978 5.6703 -4.2741 0.27
H 4.2370 5.1196 -3.2578 0.12
H 5.8755 4.4592 -2.9926 0.28
Cl -0.2980 2.6313 3.1447 -0.71
C 3.7749 8.5814 -5.4585 -0.82
C 2.7729 8.6847 -6.3460 0.86
C 1.3802 9.1164 -5.9101 0.35
O 0.4778 9.2592 -6.7276 -0.64
C 1.1621 9.4009 -4.5187 -1.03
C 2.1695 9.2857 -3.6350 0.35
C 3.5512 8.8746 -4.0624 0.96
O 4.4137 8.8110 -3.2043 -0.66
O 2.0238 9.5271 -2.3496 -0.57
O 2.9806 8.4320 -7.6290 -0.58
H 4.7685 8.2810 -5.7582 0.46
H 0.1687 9.7053 -4.2217 0.49
H 2.8974 9.3788 -1.9371 0.36
H 2.1451 8.5735 -8.1046 0.42
Li 2.1370 -5.3003 3.2432 0.97
C -0.0964 5.2827 -7.6319 -0.51
Br -1.3887 5.3576 -9.0449 -0.04
Br 0.2834 7.0902 -6.9404 0.24
Br -0.6372 4.0527 -6.2336 -0.03
H 0.8169 4.8886 -8.0549 0.43
C -5.0244 -2.5123 5.3916 0.06
C -5.6085 -1.6098 6.4615 -0.37
O -6.9556 -1.4464 6.0091 -0.33
C -7.2756 -2.4992 5.2204 0.63
O -8.3601 -2.7467 4.8220 -0.50
O -6.1662 -3.2411 4.9418 -0.37
H -4.2642 -3.1896 5.7769 0.28
H -4.6127 -1.9530 4.5492 0.04
H -5.6188 -2.0792 7.4463 0.26
H -5.1057 -0.6495 6.5337 0.32